No. 1
Formula: C27H26BMnN10PSe2
Source: the Open Molecules 2025 dataset
Level of theory: the ωB97M-V functional and the def2-TZVPD basis

```
! wB97M-V def2-TZVPD RIJCOSX def2/J DEFGRID3
* xyz 1 5
Mn 0.379 0.371 -0.046
C 4.612 0.533 0.256
C 3.364 1.164 0.205
N 2.399 0.277 0.012
N 2.992 -0.937 -0.057
C 4.333 -0.799 0.076
B 2.142 -2.136 -0.484
N 1.436 -1.800 -1.802
C 1.437 -2.420 -3.003
C 0.622 -1.708 -3.852
C 0.141 -0.647 -3.072
N 0.634 -0.714 -1.847
N 1.207 -1.832 2.019
C 0.705 -2.471 3.236
C -0.259 -1.640 3.765
C -0.339 -0.514 2.948
N 0.532 -0.546 1.923
N 2.967 -3.420 -0.599
C 4.047 -3.867 -1.248
C 4.247 -5.198 -0.920
C 3.232 -5.529 -0.042
N 2.479 -4.438 0.135
H 5.574 0.992 0.399
H 3.142 2.213 0.303
H 4.989 -1.654 0.060
H 2.021 -3.309 -3.181
H 0.402 -1.919 -4.884
H -0.535 0.147 -3.343
H 1.170 -3.362 3.618
H -0.829 -1.820 4.661
H -0.978 0.346 3.058
H 4.606 -3.218 -1.903
H 5.037 -5.838 -1.272
H 3.013 -6.454 0.466
Se -2.097 0.482 -0.134
P -1.734 2.638 -0.070
Se 0.417 2.910 -0.036
C -2.514 3.365 1.406
C -1.822 4.286 2.184
C -2.423 4.816 3.317
C -3.709 4.431 3.665
C -4.401 3.517 2.882
C -3.805 2.976 1.755
C -2.494 3.440 -1.515
C -1.780 4.368 -2.263
C -2.370 4.951 -3.375
C -3.666 4.612 -3.731
C -4.380 3.688 -2.978
C -3.794 3.094 -1.873
H -0.819 4.579 1.903
H -1.883 5.528 3.928
H -4.173 4.840 4.553
H -5.406 3.222 3.154
H -4.327 2.241 1.156
H -0.769 4.625 -1.974
H -1.813 5.667 -3.965
H -4.123 5.065 -4.602
H -5.392 3.426 -3.258
H -4.332 2.348 -1.301
N 0.069 -4.647 0.142
C 1.232 -4.161 0.836
C 1.027 -2.613 0.700
N -0.327 -2.443 0.263
C -0.786 -3.584 -0.053
H -0.253 -5.596 0.232
H 1.291 -4.564 1.848
H 2.210 -1.631 2.085
H -1.775 -3.729 -0.467
*
```

The orbital gap (alpha / beta) is 5.57 / 6.79 eV. The expectation value of S² is 6.037. The LUMO energy (alpha / beta) comes out at -2.8 / -2.8 eV.

No. 2
Formula: C27H26BiN6O8P2
Source: the Open Molecules 2025 dataset
Level of theory: the ωB97M-V functional and the def2-TZVPD basis

```
! wB97M-V def2-TZVPD RIJCOSX def2/J DEFGRID3
* xyz 1 1
Bi -1.122 0.032 -0.256
O -0.352 4.483 1.126
C 0.740 4.679 0.364
C 1.560 5.761 0.683
C 2.699 6.011 -0.050
C 3.055 5.187 -1.119
C 2.243 4.126 -1.452
C 1.078 3.850 -0.722
C 0.221 2.714 -1.102
O -0.789 2.400 -0.349
N 0.526 2.043 -2.198
N -0.314 0.995 -2.354
C -0.588 0.562 -3.519
C -1.621 -0.462 -3.682
C -1.950 -0.946 -4.938
C -3.034 -1.802 -5.060
C -3.766 -2.118 -3.930
C -3.364 -1.596 -2.708
N -2.301 -0.807 -2.577
H -0.848 3.738 0.741
H 1.263 6.400 1.505
H 3.321 6.861 0.204
H 3.948 5.393 -1.694
H 2.479 3.484 -2.289
H -0.137 1.021 -4.396
H -1.379 -0.634 -5.803
H -3.313 -2.203 -6.025
H -4.640 -2.752 -3.981
H -3.923 -1.805 -1.808
N -1.274 -4.558 1.662
C -2.213 -3.413 2.025
C -3.199 -3.775 3.109
P -1.077 -2.011 2.496
O -0.156 -2.811 3.585
O -1.783 -0.868 3.103
O -0.195 -1.813 1.283
P -2.934 -2.940 0.370
O -4.174 -3.968 0.198
O -3.414 -1.532 0.371
O -1.858 -3.374 -0.585
H -0.446 -4.554 2.260
H -1.021 -4.334 0.661
H -1.739 -5.463 1.700
H -2.695 -4.067 4.032
H -3.856 -4.587 2.791
H -3.817 -2.903 3.325
H -0.365 -2.504 4.480
H -5.000 -3.561 0.503
C 0.789 2.149 3.495
C -0.096 1.611 2.555
N 0.325 0.932 1.509
C 1.644 0.730 1.325
C 2.601 1.239 2.211
C 2.134 1.967 3.320
C 3.993 1.018 1.954
C 4.394 0.326 0.869
C 3.437 -0.238 -0.036
C 3.812 -1.023 -1.138
C 2.848 -1.594 -1.928
C 1.509 -1.337 -1.644
N 1.136 -0.561 -0.643
C 2.066 -0.035 0.185
H 0.401 2.705 4.337
H -1.165 1.743 2.656
H 2.850 2.382 4.019
H 4.714 1.415 2.659
H 5.446 0.168 0.666
H 4.864 -1.177 -1.344
H 3.107 -2.231 -2.763
H 0.715 -1.768 -2.246
*
```

The orbital gap is 7.12 eV. The LUMO energy comes out at -3.3 eV.

No. 3
Formula: C27H26BrF40NO5P
Source: the Open Molecules 2025 dataset
Level of theory: the ωB97M-V functional and the def2-TZVPD basis

```
! wB97M-V def2-TZVPD RIJCOSX def2/J DEFGRID3
* xyz -1 1
C 6.309 -2.570 -4.848
P 7.965 -1.672 -4.737
C 7.888 -0.399 -3.341
N 8.438 -0.965 -6.247
Br 10.041 -1.891 -6.751
H 6.537 -3.657 -4.858
H 5.739 -2.368 -3.907
H 5.667 -2.285 -5.710
H 8.553 -0.764 -2.530
H 6.860 -0.414 -2.899
H 8.135 0.640 -3.644
C 3.530 2.792 -1.552
C 4.402 1.704 -2.227
C 3.998 1.233 -3.628
F 2.787 0.648 -3.656
F 4.878 0.313 -4.067
F 4.518 0.655 -1.385
F 5.646 2.238 -2.345
O 2.556 2.385 -0.575
C 1.265 2.010 -0.960
C 0.959 0.555 -0.595
F 1.808 -0.295 -1.198
F -0.290 0.219 -0.997
F 1.058 2.281 -2.254
F 0.419 2.807 -0.272
H 4.232 3.391 -0.968
H 3.106 3.488 -2.276
H 4.001 2.065 -4.339
H 1.035 0.400 0.482
C -1.607 -3.758 0.965
C -0.547 -2.737 1.448
C 0.829 -2.754 0.774
F 1.486 -3.906 0.954
F 1.610 -1.780 1.310
F -0.417 -2.846 2.791
F -1.076 -1.503 1.216
O -1.799 -4.950 1.745
C -1.017 -6.092 1.523
C -0.191 -6.470 2.757
F 0.652 -5.485 3.110
F 0.556 -7.564 2.498
F -0.277 -5.953 0.419
F -1.881 -7.094 1.270
H -2.564 -3.241 1.059
H -1.516 -3.981 -0.098
H 0.745 -2.562 -0.300
H -0.843 -6.680 3.607
C -4.369 -1.864 4.301
C -5.217 -1.089 5.340
C -6.031 -1.901 6.355
F -6.970 -2.668 5.783
F -6.685 -1.059 7.193
F -6.015 -0.213 4.689
F -4.339 -0.342 6.064
O -4.895 -2.029 2.974
C -5.727 -3.110 2.655
C -7.118 -2.657 2.205
F -7.748 -1.954 3.172
F -7.893 -3.725 1.922
F -5.761 -3.991 3.662
F -5.131 -3.745 1.629
H -3.486 -1.243 4.141
H -3.983 -2.802 4.699
H -5.378 -2.537 6.959
H -7.053 -2.026 1.316
C 10.456 4.935 -0.943
C 11.274 5.838 -1.901
C 10.866 7.310 -2.026
F 9.631 7.476 -2.518
F 11.705 7.947 -2.881
F 11.321 5.257 -3.116
F 12.553 5.835 -1.425
O 9.451 4.074 -1.496
C 8.142 4.531 -1.699
C 7.736 4.494 -3.175
F 8.536 5.272 -3.927
F 6.472 4.961 -3.320
F 7.972 5.737 -1.131
F 7.343 3.689 -1.021
H 11.183 4.232 -0.533
H 10.081 5.485 -0.080
H 10.927 7.816 -1.058
H 7.786 3.475 -3.565
C -9.818 -0.062 1.868
C -9.131 0.722 0.722
C -9.516 2.192 0.522
F -10.808 2.359 0.204
F -8.801 2.716 -0.504
F -9.285 0.034 -0.430
F -7.796 0.707 1.001
O -10.918 -0.923 1.526
C -12.227 -0.430 1.463
C -12.824 -0.567 0.059
F -12.109 0.115 -0.852
F -14.081 -0.069 0.038
F -12.290 0.819 1.941
F -12.954 -1.188 2.307
H -9.060 -0.756 2.230
H -10.047 0.570 2.726
H -9.297 2.779 1.418
H -12.854 -1.614 -0.247
*
```

The orbital gap is 3.83 eV. The LUMO energy comes out at 1.3 eV.

No. 4
Formula: C27H26FN5O9PS4TcTe
Source: the Open Molecules 2025 dataset
Level of theory: the ωB97M-V functional and the def2-TZVPD basis

```
! wB97M-V def2-TZVPD RIJCOSX def2/J DEFGRID3
* xyz -1 4
Tc -0.965 0.425 0.603
C 2.274 1.270 3.210
C 0.968 1.248 2.496
N 0.840 0.771 1.284
N 1.922 0.472 0.543
C 1.556 -0.062 -0.608
O 0.342 -0.152 -1.018
C 2.656 -0.561 -1.463
C 3.824 -1.030 -0.864
C 4.852 -1.522 -1.651
C 4.727 -1.536 -3.035
C 3.566 -1.066 -3.630
C 2.527 -0.589 -2.846
C -0.288 1.675 3.090
C -0.391 2.276 4.341
C -1.600 2.804 4.743
C -2.680 2.747 3.870
C -2.527 2.082 2.673
N -1.381 1.509 2.309
H 3.038 0.907 2.530
H 2.225 0.609 4.079
H 2.526 2.277 3.546
H 3.888 -1.025 0.214
H 5.750 -1.901 -1.180
H 5.531 -1.928 -3.644
H 3.461 -1.090 -4.706
H 1.606 -0.239 -3.295
H 0.492 2.349 4.960
H -1.702 3.263 5.717
H -3.633 3.190 4.121
H -3.354 1.965 1.985
O -7.584 -3.010 1.119
C -6.493 -2.513 1.226
S -5.439 -2.707 2.617
C -4.119 -1.631 2.113
C -4.254 -1.079 0.835
S -3.292 -0.034 -0.126
S -5.742 -1.509 -0.017
S -2.949 -1.406 3.285
F 1.460 -3.926 -3.857
C 1.471 -4.405 -2.604
C 0.581 -3.967 -1.703
N 0.495 -4.496 -0.442
C -0.418 -3.896 0.517
C 0.044 -2.463 0.882
O 1.226 -2.278 1.118
O -0.929 -1.626 0.908
C 1.347 -5.503 -0.027
O 1.267 -6.059 1.048
N 2.298 -5.864 -0.966
C 2.479 -5.389 -2.264
O 3.379 -5.798 -2.966
H -0.124 -3.183 -1.951
H -0.390 -4.499 1.420
H -1.429 -3.862 0.113
H 2.959 -6.559 -0.655
C -4.007 3.727 -0.895
C -2.873 4.554 -1.476
O -1.815 4.736 -0.520
P -0.585 3.719 -0.454
O -1.132 2.302 -0.313
Te 0.882 4.649 1.125
O -0.085 3.839 -1.983
C 0.830 2.885 -2.550
C 2.281 3.209 -2.238
H -4.830 3.677 -1.609
H -4.362 4.180 0.032
H -3.659 2.717 -0.679
H -3.210 5.560 -1.732
H -2.478 4.084 -2.378
H 0.657 2.940 -3.626
H 0.569 1.882 -2.207
H 2.472 4.265 -2.433
H 2.935 2.601 -2.865
H 2.513 2.997 -1.195
*
```

The orbital gap (alpha / beta) is 6.41 / 5.83 eV. The expectation value of S² is 3.802. The LUMO energy (alpha / beta) comes out at 1.4 / 0.6 eV.

No. 5
Formula: C27H26N3O5S5SbTi
Source: the Open Molecules 2025 dataset
Level of theory: the ωB97M-V functional and the def2-TZVPD basis

```
! wB97M-V def2-TZVPD RIJCOSX def2/J DEFGRID3
* xyz -2 3
Ti 0.283 -0.359 0.534
O 0.322 3.550 -1.105
C 0.759 2.445 -0.832
N 0.714 1.792 0.377
C 0.553 2.526 1.518
O 0.611 3.736 1.658
C 0.380 1.679 2.772
C 0.086 2.305 3.974
C -0.054 1.522 5.106
C 0.121 0.152 5.007
C 0.402 -0.392 3.766
N 0.520 0.362 2.674
C 1.343 1.616 -1.958
C 1.055 1.975 -3.270
C 1.591 1.213 -4.292
C 2.403 0.138 -3.967
C 2.644 -0.128 -2.627
N 2.124 0.592 -1.639
H -0.038 3.378 3.979
H -0.310 1.973 6.058
H 0.006 -0.495 5.866
H 0.495 -1.460 3.604
H 0.415 2.826 -3.452
H 1.368 1.444 -5.327
H 2.826 -0.503 -4.731
H 3.249 -0.977 -2.329
C -1.201 -3.411 -5.498
O -0.118 -4.141 -4.979
C 0.380 -3.718 -3.757
C 1.435 -4.454 -3.234
C 1.982 -4.078 -2.016
C 1.522 -2.964 -1.273
C 2.150 -2.591 -0.055
C 3.302 -3.382 0.491
O 1.817 -1.525 0.653
C 0.419 -2.222 -1.834
O -0.083 -1.181 -1.243
C -0.121 -2.622 -3.066
H -1.468 -3.883 -6.443
H -0.935 -2.364 -5.681
H -2.065 -3.434 -4.826
H 1.811 -5.312 -3.779
H 2.802 -4.666 -1.623
H 4.141 -3.441 -0.215
H 3.021 -4.414 0.735
H 3.652 -2.898 1.402
H -0.939 -2.019 -3.436
S -5.085 -1.286 5.607
C -4.069 -1.205 4.278
S -2.991 -2.453 3.813
C -2.242 -1.683 2.427
C -2.719 -0.445 2.149
S -2.155 0.619 0.888
S -3.977 0.135 3.218
S -0.976 -2.526 1.594
C -3.451 1.912 -4.535
Sb -2.621 1.219 -2.638
C -3.073 3.082 -1.665
C -4.457 0.237 -2.103
H -4.384 2.453 -4.364
H -3.650 1.057 -5.185
H -2.744 2.572 -5.040
H -4.127 3.325 -1.809
H -2.446 3.867 -2.088
H -2.853 2.999 -0.603
H -5.298 0.922 -2.225
H -4.380 -0.080 -1.065
H -4.605 -0.638 -2.737
*
```

The orbital gap (alpha / beta) is 4.33 / 5.77 eV. The expectation value of S² is 2.028. The LUMO energy (alpha / beta) comes out at 4.3 / 4.3 eV.

No. 6
Formula: C27H26NO4RuSi2
Source: the Open Molecules 2025 dataset
Level of theory: the ωB97M-V functional and the def2-TZVPD basis

```
! wB97M-V def2-TZVPD RIJCOSX def2/J DEFGRID3
* xyz -1 5
Ru 0.847 0.017 0.775
O 4.163 -2.387 -0.155
C 3.305 -1.677 0.269
O 2.367 -1.013 -0.218
C 3.293 -1.485 2.073
O 4.158 -2.109 2.618
O 2.367 -0.732 2.395
C 0.669 -5.915 -1.126
C 1.013 -4.728 -1.760
C 0.623 -3.514 -1.216
C -0.113 -3.457 -0.030
C -0.441 -4.659 0.596
C -0.061 -5.879 0.053
Si -0.723 -1.787 0.654
C -2.029 -1.270 -0.646
C -3.281 -1.882 -0.694
C -4.223 -1.520 -1.648
C -3.923 -0.538 -2.581
C -2.679 0.078 -2.556
C -1.746 -0.287 -1.596
H 0.976 -6.865 -1.545
H 1.592 -4.751 -2.675
H 0.894 -2.590 -1.716
H -1.005 -4.635 1.523
H -0.334 -6.802 0.551
H -1.497 -2.213 1.860
H -3.520 -2.652 0.033
H -5.191 -2.007 -1.667
H -4.660 -0.253 -3.323
H -2.442 0.848 -3.281
H -0.777 0.202 -1.568
C 1.461 2.002 0.067
C 2.903 1.991 -0.111
C 3.501 2.011 -1.384
C 4.869 2.055 -1.533
C 5.707 2.059 -0.412
C 5.133 1.987 0.862
C 3.764 1.954 1.004
C 7.114 2.187 -0.587
N 8.247 2.326 -0.746
H 0.899 2.305 -0.814
H 1.144 2.551 0.952
H 2.866 2.002 -2.261
H 5.312 2.094 -2.519
H 5.774 1.959 1.733
H 3.326 1.891 1.993
C -3.425 3.887 2.969
Si -3.128 2.814 1.442
C -2.668 3.982 0.026
C -4.700 1.866 1.003
C -1.749 1.634 1.626
C -0.762 0.921 1.508
H -4.230 4.602 2.785
H -2.526 4.453 3.222
H -3.700 3.290 3.842
H -3.452 4.718 -0.167
H -2.495 3.418 -0.893
H -1.746 4.517 0.263
H -5.561 2.530 0.892
H -4.938 1.131 1.775
H -4.563 1.324 0.063
*
```

The orbital gap (alpha / beta) is 7.36 / 5.70 eV. The expectation value of S² is 6.028. The LUMO energy (alpha / beta) comes out at 2.7 / 0.2 eV.

No. 7
Formula: C27H26NOS
Source: the Open Molecules 2025 dataset
Level of theory: the ωB97M-V functional and the def2-TZVPD basis

```
! wB97M-V def2-TZVPD RIJCOSX def2/J DEFGRID3
* xyz 1 1
C 0.184 -3.822 0.681
O 0.327 -2.459 0.302
C 0.118 -1.490 1.254
C 1.291 -1.083 2.018
C 1.309 -1.087 3.429
C 2.465 -0.652 4.082
C 3.582 -0.224 3.348
C 3.558 -0.254 1.944
C 2.427 -0.709 1.275
C -1.088 -0.796 1.124
N -1.342 0.493 1.533
C -0.329 1.379 2.101
C -2.640 0.934 1.265
C -3.338 0.034 0.456
C -4.610 0.352 -0.022
C -5.223 1.531 0.423
C -4.548 2.397 1.293
C -3.234 2.133 1.690
S -2.395 -1.405 0.116
H 0.345 -4.412 -0.225
H 0.921 -4.076 1.445
H -0.821 -3.964 1.083
H 0.412 -1.425 3.958
H 2.486 -0.636 5.175
H 4.472 0.145 3.866
H 4.415 0.093 1.360
H 2.372 -0.753 0.180
H -0.709 2.402 2.049
H -0.127 1.142 3.153
H 0.608 1.342 1.530
H -5.079 -0.326 -0.731
H -6.232 1.772 0.081
H -5.053 3.293 1.658
H -2.678 2.821 2.324
C -0.926 -6.531 2.010
C -2.329 -6.584 2.723
C -2.014 -6.217 4.145
C -0.692 -5.821 4.276
C 0.029 -6.060 3.070
C 1.446 -6.291 2.999
C 2.255 -6.188 4.168
C 3.589 -6.586 4.150
C 4.186 -7.029 2.958
C 3.413 -7.119 1.787
C 2.070 -6.756 1.800
H -0.623 -7.499 1.577
H -0.995 -5.819 1.179
H -2.980 -5.829 2.253
H -2.826 -7.555 2.596
H -2.756 -6.274 4.938
H -0.230 -5.417 5.186
H 1.800 -5.804 5.089
H 4.170 -6.561 5.073
H 5.241 -7.312 2.939
H 3.861 -7.486 0.859
H 1.470 -6.822 0.877
*
```

The orbital gap is 3.06 eV. The LUMO energy comes out at -5.7 eV.

Relative energy (zero: lowest compared OMol25 entry of this formula, charge and spin) values, unit kJ/mol, following the record order: 433.1; 96.6; 125.2; 86.8; 41.9; 102.5; 0.0.